{"formula": "C17H31BNO23S5", "method": "ωB97M-V with the def2-TZVPD basis set", "total_energy_ev": -121557.70477, "multiplicity": 1, "mol_weight_g_mol": 788.57, "charge": 1, "e_lumo_ev": -3.88, "species": ["O", "C", "C", "C", "C", "C", "N", "C", "B", "O", "O", "C", "H", "H", "H", "H", "H", "H", "H", "H", "H", "H", "H", "C", "C", "O", "S", "O", "O", "O", "H", "H", "H", "H", "C", "C", "O", "S", "O", "O", "O", "H", "H", "H", "H", "C", "C", "O", "S", "O", "O", "O", "H", "H", "H", "H", "C", "C", "O", "S", "O", "O", "O", "H", "H", "H", "H", "C", "C", "O", "S", "O", "O", "O", "H", "H", "H", "H"], "positions_angstrom": [[1.1366, 5.0661, -6.4664], [0.9504, 4.5040, -5.1817], [-0.2541, 3.5426, -5.1797], [-0.6468, 3.1177, -3.7845], [-1.9196, 2.5462, -3.5404], [-2.1924, 2.1434, -2.2612], [-1.3279, 2.2786, -1.2457], [-0.1093, 2.8345, -1.4281], [0.8271, 2.9888, -0.1296], [1.6778, 2.0373, 0.3202], [0.7506, 4.1723, 0.5573], [0.2483, 3.2514, -2.7052], [1.9123, 5.6352, -6.3837], [0.8104, 5.2851, -4.4117], [1.8394, 3.9003, -4.9215], [0.0858, 2.6212, -5.6881], [-1.0872, 3.9336, -5.7762], [-2.6267, 2.4235, -4.3565], [-3.1641, 1.6757, -2.0825], [-1.6277, 1.9625, -0.3295], [1.4330, 1.1405, 0.0422], [0.1245, 4.7485, 0.0997], [1.2405, 3.6827, -2.8029], [-3.8952, 2.1742, 1.7859], [-5.2352, 1.6770, 2.2790], [-6.1355, 1.8841, 1.1816], [-5.3447, 1.6993, -0.1978], [-5.5579, 0.3807, -0.6724], [-5.5590, 2.8427, -1.0040], [-3.8422, 1.7699, 0.4085], [-3.8349, 3.2634, 1.8283], [-3.0629, 1.7451, 2.3406], [-5.5773, 2.2135, 3.1598], [-5.2057, 0.6064, 2.4922], [-2.1378, -2.0698, -2.9554], [-1.1323, -3.1448, -2.6081], [0.1317, -2.4594, -2.5818], [-0.0814, -0.9645, -2.0802], [0.2069, -0.8957, -0.6863], [0.5106, -0.0799, -3.0191], [-1.6776, -0.9016, -2.2521], [-2.1321, -1.8485, -4.0243], [-3.1472, -2.3285, -2.6459], [-1.1157, -3.9518, -3.3348], [-1.3144, -3.5566, -1.6134], [1.9111, -0.3131, 3.1544], [2.7196, -1.2224, 2.2532], [3.6086, -1.9192, 3.1312], [2.8735, -2.1217, 4.5497], [2.3161, -3.4259, 4.5831], [3.7284, -1.6340, 5.5706], [1.6678, -1.0734, 4.3353], [2.4804, 0.5784, 3.4297], [0.9662, -0.0140, 2.7023], [3.2812, -0.6750, 1.5022], [2.0784, -1.9606, 1.7616], [6.3370, -4.5838, -0.7734], [7.3162, -4.0429, 0.2468], [6.6819, -2.8671, 0.7660], [5.0924, -3.0785, 0.7742], [4.6918, -3.4801, 2.0680], [4.4959, -1.9772, 0.0976], [5.0452, -4.3612, -0.1964], [6.3934, -4.0271, -1.7115], [6.4863, -5.6421, -0.9720], [8.2799, -3.7961, -0.1906], [7.4611, -4.7433, 1.0720], [-3.1411, -1.8485, 3.0020], [-3.5480, -0.9377, 4.1421], [-2.7556, -1.3487, 5.2496], [-1.3187, -1.8724, 4.7049], [-0.3764, -0.8209, 4.8021], [-1.0830, -3.1587, 5.2354], [-1.7339, -2.0145, 3.1497], [-3.6158, -2.8281, 3.0902], [-3.3711, -1.4229, 2.0257], [-4.6065, -1.0204, 4.3805], [-3.3034, 0.1062, 3.9193]], "atomic_forces_ev_per_a": [[-0.1, -0.1, 0.5], [0.0, -0.4, 0.1], [0.7, -0.2, -0.1], [-0.2, 0.1, -0.2], [1.5, 0.5, 0.1], [-1.5, -0.6, -0.6], [0.0, 0.2, -0.7], [0.2, -0.3, 0.1], [0.4, 0.5, 0.5], [-0.8, -0.2, -0.1], [-0.3, -0.5, -0.7], [-0.5, -0.2, 0.4], [-0.1, 0.0, -0.3], [0.0, -0.1, -0.3], [-0.2, 0.3, 0.1], [-0.3, 0.2, 0.0], [0.1, 0.0, 0.4], [0.0, 0.0, 0.3], [0.5, 0.2, 0.4], [0.0, 0.0, -0.1], [0.4, 0.1, -0.2], [0.2, 0.3, 0.3], [-0.2, -0.1, -0.2], [0.0, 0.5, 0.3], [0.1, -0.5, 0.3], [0.5, 0.3, -0.3], [-0.5, 0.0, 0.7], [0.3, 0.0, -0.3], [0.1, -0.1, -0.2], [-0.1, -0.3, 0.0], [0.0, 0.0, 0.0], [0.0, -0.1, -0.2], [-0.2, 0.1, -0.2], [0.0, 0.0, 0.0], [-0.1, -0.2, -0.6], [-0.3, -0.3, 0.5], [-0.1, 0.5, -0.2], [-0.4, -0.9, -0.3], [0.1, 0.6, 0.0], [0.2, 0.2, 0.3], [0.3, -0.1, 0.3], [0.0, 0.0, 0.0], [0.0, 0.2, 0.2], [0.3, 0.1, -0.1], [0.0, 0.0, 0.0], [0.3, 0.4, 0.0], [-0.5, -0.1, -0.1], [-1.2, 1.8, 1.5], [0.1, 0.4, -0.5], [0.0, 0.0, 0.2], [0.1, -0.2, 0.1], [2.4, -0.8, -0.7], [0.0, 0.0, -0.1], [-0.1, -0.1, 0.2], [0.1, -0.1, 0.2], [0.0, 0.0, -0.1], [0.2, 0.2, -0.4], [0.1, -0.5, 0.3], [-0.3, 0.2, -0.4], [0.8, -0.8, -0.1], [0.6, -1.1, -1.2], [0.0, 0.0, 0.1], [0.1, 0.2, 0.3], [0.0, 0.0, 0.0], [-0.2, 0.0, 0.1], [-0.1, 0.3, 0.1], [0.0, 0.0, 0.0], [-0.4, -0.4, 0.0], [0.0, 0.4, -0.1], [0.1, -0.5, -0.4], [-0.2, 0.2, 0.1], [-2.3, 0.2, 0.4], [0.0, 0.1, 0.2], [0.0, 0.4, 0.1], [-0.1, 0.0, 0.0], [0.2, 0.0, 0.0], [0.1, -0.1, 0.2], [0.0, 0.0, 0.0]]}